# 1
Molecular formula: C31H45N4OPtS2Si4
Method: DFT, the ωB97M-V functional and the def2-TZVPD basis

Positions of all 88 atoms, in Å:
Pt -0.39670 -0.62089 0.30560
C -3.77533 -2.90837 2.49046
C -2.63157 -1.94841 2.25378
N -2.29429 -1.64900 1.04558
N -3.03680 -2.24427 0.04573
C -2.39133 -2.54081 -1.01971
S -0.69334 -2.40126 -1.30433
S -3.38024 -3.21770 -2.34666
C -4.57360 -1.82909 -2.45999
C -3.93071 -0.58128 -2.99680
C -3.42948 -0.55544 -4.29701
C -2.80895 0.57572 -4.79701
C -2.67404 1.70373 -3.99706
C -3.16327 1.68441 -2.70184
C -3.78952 0.54951 -2.20308
C -1.91321 -1.41964 3.41311
C -2.64093 -1.15791 4.58337
C -2.03433 -0.79512 5.76563
C -0.63751 -0.72195 5.80586
C 0.10842 -0.95806 4.67865
C -0.47739 -1.29688 3.41957
O 0.26289 -1.52828 2.40471
H -3.69036 -3.74669 1.80255
H -4.72723 -2.41443 2.27784
H -3.77428 -3.27369 3.51273
H -4.95812 -1.68183 -1.45341
H -5.37004 -2.18984 -3.11134
H -3.51315 -1.44899 -4.90466
H -2.42203 0.57717 -5.80852
H -2.17543 2.58686 -4.37694
H -3.05384 2.55584 -2.06737
H -4.17139 0.55236 -1.18864
H -3.72346 -1.22593 4.54344
H -2.62519 -0.59019 6.64966
H -0.13603 -0.48009 6.73685
H 1.18932 -0.92224 4.72301
N -4.01497 5.70391 -0.16671
C -3.37003 4.78048 0.06104
C -2.57101 3.64191 0.33739
C -3.07360 2.53456 1.02640
C -2.24986 1.46462 1.28764
N -0.96675 1.39402 0.88970
C -0.48745 2.46178 0.23422
C -1.22842 3.58271 -0.04974
H -4.10066 2.52340 1.36484
H -2.61241 0.62755 1.86538
H 0.54938 2.39859 -0.06279
H -0.77924 4.41895 -0.56856
C 4.57218 1.90022 0.48880
Si 2.94323 1.28359 1.27035
C 2.13879 2.88806 1.91760
C 3.42323 0.33831 2.84512
Si 1.81850 -0.14705 -0.26932
Si 1.87544 0.72101 -2.49024
C 3.67628 0.87264 -3.09576
C 1.17609 2.48450 -2.66565
C 0.95306 -0.34012 -3.75809
Si 3.15973 -2.11903 -0.21766
C 2.62845 -3.40461 -1.50606
C 3.15922 -2.96383 1.47950
C 4.99246 -1.75700 -0.60750
H 5.13392 2.50954 1.20233
H 4.37717 2.51270 -0.39514
H 5.20771 1.06921 0.18122
H 2.76079 3.32233 2.70274
H 1.15212 2.69005 2.34403
H 2.02855 3.63926 1.13015
H 3.62637 1.02174 3.67302
H 4.30800 -0.28220 2.68864
H 2.60296 -0.31991 3.13662
H 4.25965 1.47657 -2.39644
H 3.73249 1.35316 -4.07718
H 4.15650 -0.10440 -3.17214
H 1.70435 3.18892 -2.01501
H 0.11383 2.51390 -2.41296
H 1.27926 2.83807 -3.69482
H 1.45841 -1.29821 -3.90465
H 0.87608 0.15587 -4.72969
H -0.05860 -0.56028 -3.41324
H 1.60866 -3.73933 -1.31170
H 3.28119 -4.28095 -1.49720
H 2.64461 -2.98134 -2.51431
H 2.16154 -2.90561 1.92369
H 3.85459 -2.47585 2.16556
H 3.44362 -4.01678 1.40564
H 5.11916 -1.31458 -1.59773
H 5.58710 -2.67395 -0.57495
H 5.42089 -1.06441 0.11985

Properties
**Total charge**: -1
**Energy relative to the best compared isomer or geometry (same formula, charge and spin)**: 0.459 eV
**Frontier orbital gap**: 5.41 eV
**LUMO level**: 1.411 eV

Atom charges from the Löwdin analysis, given in e for atoms 1 to 6: atom 1 (Pt): 0.618, atom 2 (C): -0.026, atom 3 (C): -0.277, atom 4 (N): -0.089, atom 5 (N): -0.085, atom 6 (C): -1.091

---

# 2
Molecular formula: C39H111N15O12
Method: DFT, the ωB97M-V functional and the def2-TZVPD basis

Positions of all 177 atoms, in Å:
C 3.27886 6.73724 3.67751
O 3.01878 5.67036 2.79685
C 1.65440 5.32687 2.78725
C 1.42346 4.01974 2.04397
C 2.17890 3.90421 0.75461
N -0.01243 3.77516 1.79492
H 4.33911 6.96630 3.65459
H 3.00064 6.50439 4.71680
H 2.65392 7.60394 3.42299
H 1.25393 5.24130 3.80451
H 1.08618 6.08989 2.22923
H 1.76802 3.16425 2.64200
H 1.66500 4.36393 -0.10174
H 2.31687 2.87372 0.42677
H 3.14770 4.39696 0.81417
H -0.22513 4.30532 0.94968
H -0.68014 4.15380 2.46269
C -4.02293 -4.80910 0.55994
O -2.78943 -4.27243 0.07301
C -2.98644 -3.76674 -1.26664
C -2.28310 -4.68457 -2.24999
C -0.75372 -4.57714 -2.19417
N -2.80673 -4.50267 -3.60887
H -4.42138 -5.51550 -0.17318
H -4.76931 -4.02238 0.70735
H -3.85429 -5.32557 1.50173
H -4.03830 -3.65654 -1.52939
H -2.51636 -2.77840 -1.19597
H -2.55303 -5.68413 -1.88337
H -0.39376 -4.49479 -1.16588
H -0.41291 -3.71941 -2.78148
H -0.31810 -5.46112 -2.66388
H -2.42075 -5.21535 -4.21629
H -2.46297 -3.59485 -3.94468
C 2.62436 -0.74595 -5.01656
O 1.88371 0.40356 -5.36323
C 1.28875 1.02813 -4.25005
C 0.23872 2.01417 -4.67280
C 0.78277 3.13909 -5.53582
N -0.40432 2.60644 -3.47810
H 1.95308 -1.59178 -4.83279
H 3.27843 -0.57777 -4.15552
H 3.24176 -0.94535 -5.89183
H 0.82419 0.21847 -3.65781
H 2.01706 1.49376 -3.56775
H -0.54753 1.53534 -5.26484
H 1.25510 2.69732 -6.41709
H 1.55604 3.72144 -5.02496
H 0.01102 3.83061 -5.86922
H -0.47338 1.89242 -2.75637
H 0.20577 3.33894 -3.12990
C -3.71268 1.16211 1.28907
O -4.01106 2.52821 1.45743
C -5.36620 2.91907 1.25152
C -5.54330 4.31963 1.82879
C -6.92224 4.86242 1.51056
N -4.49240 5.21774 1.32705
H -4.12469 0.82690 0.32688
H -4.11458 0.49242 2.05808
H -2.62468 1.13699 1.25870
H -5.57377 2.83082 0.17428
H -6.02739 2.19679 1.75574
H -5.44990 4.16410 2.90565
H -7.75804 4.22371 1.79183
H -7.03089 5.14603 0.45993
H -7.02048 5.81995 2.03277
H -4.66403 5.42627 0.34551
H -3.68817 4.60037 1.38829
C 5.70611 2.59913 1.31069
O 5.69015 1.22791 0.99494
C 4.37242 0.73646 0.85537
C 4.38461 -0.77341 0.81529
C 5.04227 -1.41871 -0.38809
N 3.03323 -1.30095 1.04121
H 5.49547 3.18351 0.41048
H 6.69750 2.85116 1.68982
H 5.02185 2.83879 2.13327
H 3.79151 1.06140 1.72762
H 3.95261 1.10875 -0.09435
H 5.02395 -0.95776 1.70014
H 5.12446 -2.48536 -0.18356
H 6.02995 -0.97223 -0.49834
H 4.40680 -1.26998 -1.26190
H 3.06667 -2.26008 0.70028
H 2.81930 -1.30136 2.04112
C -2.18863 -1.03119 -3.53393
O -2.08197 -1.93782 -4.61817
C -2.79306 -1.52101 -5.77896
C -3.90645 -2.48250 -6.15120
C -4.52148 -2.14103 -7.49787
N -4.97578 -2.50369 -5.12443
H -3.09419 -1.19872 -2.94057
H -2.07850 0.01281 -3.82865
H -1.37605 -1.24304 -2.84277
H -3.23744 -0.53174 -5.65116
H -2.07710 -1.51307 -6.60894
H -3.57724 -3.52237 -6.21805
H -3.85070 -2.28207 -8.34832
H -4.81659 -1.08692 -7.57762
H -5.42667 -2.73230 -7.61459
H -4.62120 -3.04160 -4.33820
H -5.15896 -1.56228 -4.79129
C 5.01958 -6.90017 -4.26322
O 3.95830 -6.22517 -3.65182
C 4.05668 -6.10630 -2.25504
C 3.04504 -5.06467 -1.76970
C 3.39450 -3.74304 -2.39383
N 3.15651 -4.89618 -0.31396
H 5.13033 -7.91202 -3.85229
H 5.99941 -6.40860 -4.19858
H 4.78414 -6.95406 -5.32581
H 3.93228 -7.10377 -1.81215
H 5.03491 -5.71961 -1.92420
H 2.02887 -5.35836 -2.03014
H 4.35391 -3.35985 -2.05314
H 2.69040 -2.93663 -2.15914
H 3.40739 -3.76816 -3.48532
H 2.60273 -5.55238 0.22241
H 4.11229 -5.02549 0.00085
C 4.46548 1.21714 5.26474
O 3.49258 0.21529 5.41888
C 3.75193 -0.94173 4.67766
C 2.46080 -1.72517 4.56799
C 2.55277 -3.18908 4.14889
N 1.57319 -0.98669 3.64238
H 5.45620 0.84839 5.55688
H 4.18684 2.05533 5.89862
H 4.50712 1.55134 4.21952
H 4.10561 -0.69944 3.66295
H 4.56907 -1.53391 5.12208
H 1.99112 -1.69447 5.56486
H 1.55595 -3.56498 3.94399
H 3.08749 -3.73076 4.93245
H 3.20543 -3.27120 3.27215
H 0.63164 -1.37305 3.77153
H 1.42069 -0.01430 3.91396
C -3.68461 2.78872 4.75095
O -2.29430 2.61468 4.81115
C -1.92632 1.44184 5.50269
C -0.41145 1.30233 5.39939
C 0.27227 2.55158 5.97940
N -0.07729 1.23785 3.94841
H -3.85226 3.69100 4.16918
H -4.14941 2.84146 5.74202
H -4.20191 1.98735 4.20227
H -2.33267 1.36780 6.51918
H -2.35224 0.58427 4.95110
H -0.04386 0.39680 5.87955
H 1.32277 2.28316 6.11366
H -0.15577 2.77627 6.95846
H 0.16140 3.43011 5.34979
H 0.05095 2.17135 3.57830
H -0.93026 0.91371 3.50176
N -2.48223 3.93043 -1.25095
C -3.34426 4.53054 -2.14317
N -3.13333 4.17626 -3.44884
O -4.17898 5.37551 -1.85895
H -2.68314 4.00922 -0.26817
H -2.19126 2.98396 -1.47043
H -3.58996 4.72962 -4.14719
H -2.44531 3.47691 -3.68839
N -2.26749 -3.61413 2.91783
C -1.51873 -2.47418 2.97281
N -1.12553 -2.00700 1.75379
O -1.19632 -1.91413 4.01581
H -2.70171 -3.93744 3.76052
H -2.50509 -3.96385 2.00207
H -0.71860 -1.09494 1.63920
H -1.43231 -2.53322 0.95285
N 0.50748 0.75719 0.62397
C -0.06891 0.29503 -0.51008
N 0.48400 -0.88730 -0.92201
O -0.98595 0.86001 -1.10720
H 0.32478 1.67660 1.00545
H 1.19998 0.18819 1.09908
H 0.22328 -1.15019 -1.85427
H 1.16094 -1.41945 -0.39719

Properties
**Total charge**: 0
**SMILES**: COC[C@H](C)N.COC[C@H](C)N.COC[C@H](C)N.COC[C@H](C)N.COC[C@H](C)N.COC[C@H](C)N.COC[C@H](C)N.COC[C@H](C)N.COC[C@H](C)N.NC(N)=O.NC(N)=O.NC(N)=O
**Energy relative to the best compared isomer or geometry (same formula, charge and spin)**: 0.000 eV
**Frontier orbital gap**: 9.01 eV
**LUMO level**: 0.466 eV

Atom charges from the Löwdin analysis, given in e for atoms 1 to 6: atom 1 (C): -0.111, atom 2 (O): -0.188, atom 3 (C): -0.208, atom 4 (C): -0.433, atom 5 (C): -0.056, atom 6 (N): 0.043

---

# 3
Molecular formula: C24H32N3O2PRhS3SbSe4
Method: DFT, the ωB97M-V functional and the def2-TZVPD basis

Positions of all 71 atoms, in Å:
Rh 1.64384 0.01755 2.40014
Se 1.40647 2.15794 6.10137
Sb 0.21020 0.81783 4.48752
Se 0.49745 2.23244 1.73797
Se 1.86959 -1.65722 4.25867
Se -2.07610 0.57179 5.13836
N 3.09369 1.20808 3.40638
C 4.39089 0.53606 3.28754
C 4.53469 -0.04893 1.88706
O 5.64242 -0.32339 1.44442
O 3.42222 -0.21142 1.25291
H 3.07544 2.06548 2.86300
H 2.88568 1.46514 4.37997
H 4.40864 -0.28710 4.00220
H 5.22338 1.21120 3.49424
S -0.31228 4.55634 -4.92645
C -0.17275 4.17805 -3.31070
S 1.28199 4.54501 -2.42670
C 0.63249 3.74824 -1.01001
N -0.55325 3.29101 -1.17984
N -1.01302 3.55067 -2.45954
C -2.33026 3.06549 -2.72081
C -2.80633 2.03186 -1.91921
C -4.08460 1.54079 -2.12112
C -4.89523 2.07261 -3.11394
C -4.41839 3.11418 -3.89481
C -3.14097 3.62124 -3.70437
S 1.62216 3.60865 0.40090
H -2.17274 1.63770 -1.14010
H -4.44373 0.73975 -1.48679
H -5.89424 1.68470 -3.26979
H -5.04478 3.55049 -4.66323
H -2.77763 4.43394 -4.31106
C 0.84405 -4.00272 1.50948
C 1.13932 -2.98130 0.40730
C 2.66217 -2.84049 0.32613
C 0.68142 -3.53318 -0.95002
P 0.40629 -1.26973 0.83460
C 0.54025 -0.42588 -0.80382
C -0.43380 -0.54906 -1.79629
C -0.30678 0.08759 -3.02331
C 0.82227 0.84640 -3.29757
C 1.81459 0.94872 -2.33483
C 1.67230 0.33314 -1.09886
C -1.43963 -1.55723 1.15782
C -2.21600 -0.24992 0.95208
C -2.17009 -2.65892 0.37159
C -1.52046 -1.94885 2.64155
H 1.34608 -4.93858 1.23887
H -0.21580 -4.21965 1.62916
H 1.23426 -3.66195 2.47087
H 3.07755 -3.83967 0.15463
H 3.08353 -2.43876 1.24129
H 2.97222 -2.19261 -0.49541
H 1.28100 -4.42711 -1.15298
H 0.86713 -2.82905 -1.76082
H -0.36337 -3.83204 -0.97993
H -1.31587 -1.14410 -1.62102
H -1.09687 -0.00382 -3.75945
H 0.92296 1.35522 -4.24985
H 2.70576 1.53385 -2.52841
H 2.45873 0.42608 -0.36324
H -2.50403 -0.12070 -0.09264
H -1.65541 0.63059 1.26829
H -3.12687 -0.29087 1.55647
H -2.18025 -2.51507 -0.70774
H -3.21149 -2.63825 0.70861
H -1.78586 -3.65430 0.58073
H -1.45651 -1.08020 3.28638
H -0.74090 -2.63794 2.96020
H -2.49688 -2.40582 2.83599

Properties
**Total charge**: -2
**Energy relative to the best compared isomer or geometry (same formula, charge and spin)**: 0.048 eV
**Frontier orbital gap**: 5.40 eV
**LUMO level**: 3.710 eV

Atom charges from the Löwdin analysis, given in e for atoms 1 to 6: atom 1 (Rh): 0.134, atom 2 (Se): -0.185, atom 3 (Sb): 0.064, atom 4 (Se): 0.174, atom 5 (Se): -0.026, atom 6 (Se): -0.179